A cluster of 2 separate species, C4H8NS in total at a distorted geometry. Source: the OMol25 dataset; level of theory: wB97M-V/def2-TZVPD.

F_max   2.32 eV/Å
Energy   -609.66297 Eh
Energy relative to the best compared isomer or geometry (same formula, charge and spin)   60.1 kcal per mole
LUMO energy (spin up / spin down)   -5.10 / -5.20 eV

```
! wB97M-V def2-TZVPD RIJCOSX def2/J DEFGRID3
* xyz 1 3
C -0.582 1.301 -0.235
C -0.464 -0.823 -1.669
C 0.141 0.277 -2.483
C 0.617 -0.693 2.795
N -0.365 0.500 -1.184
S 0.835 -0.845 4.404
H -1.027 0.947 0.685
H -1.459 -1.177 -1.912
H 0.175 -1.565 -1.206
H 1.218 0.325 -2.603
H -0.410 0.703 -3.313
H -0.127 -1.434 2.475
H -0.302 2.343 -0.323
H 1.751 0.141 4.569
*
```